{"formula": "C17H24Cl2N2O3S2", "method": "ωB97M-V with the def2-TZVPD basis set", "relative_energy_kcal_mol": 51.3, "e_homo_ev": -9.3, "molar_mass_g_mol": 439.4, "total_energy_ev": -73853.201, "total_charge": 0, "symbols": ["O", "C", "N", "C", "C", "C", "C", "C", "C", "C", "C", "C", "C", "N", "S", "O", "O", "C", "C", "C", "Cl", "S", "C", "Cl", "C", "C", "H", "H", "H", "H", "H", "H", "H", "H", "H", "H", "H", "H", "H", "H", "H", "H", "H", "H", "H", "H", "H", "H", "H", "H"], "coordinates": [[-1.23600, -2.13247, 0.32230], [-0.98615, -0.92979, 0.07757], [-0.50346, -0.71704, -1.17976], [-0.62541, -1.62137, -2.31166], [-1.80222, -0.85886, -3.02482], [-2.60941, -1.77932, -3.89901], [-1.85611, -2.93643, -4.64801], [-0.42286, -2.71824, -5.27619], [0.64096, -2.83249, -4.26298], [0.57476, -1.70022, -3.18505], [-1.07404, 0.13980, 1.12875], [-0.18804, -0.34882, 2.21771], [0.04602, 0.58376, 3.39236], [0.31797, 1.96402, 2.87169], [0.51380, 2.97660, 4.28885], [-0.28340, 2.57653, 5.35928], [0.32007, 4.41244, 4.00488], [2.23721, 2.81173, 4.72445], [3.13557, 2.02558, 3.79292], [4.42813, 2.03486, 4.06716], [5.78121, 1.65979, 2.98342], [4.65927, 3.02863, 5.62094], [2.89867, 3.32169, 5.77485], [2.22616, 4.26527, 7.14319], [-0.61864, 2.51042, 1.82316], [-0.71778, 1.51782, 0.69903], [-0.32762, 0.28999, -1.33711], [-0.89087, -2.64913, -2.01769], [-1.55961, -0.00991, -3.56346], [-2.52999, -0.52031, -2.26382], [-3.28969, -2.36982, -3.29851], [-3.18477, -1.21312, -4.62545], [-1.81366, -3.77660, -4.06535], [-2.52375, -3.12639, -5.51785], [-0.31709, -3.35773, -6.14423], [-0.28636, -1.70609, -5.56539], [1.59008, -2.83479, -4.83627], [0.41002, -3.78060, -3.74847], [1.47000, -1.96352, -2.55775], [0.73884, -0.72623, -3.72167], [-2.13110, 0.24928, 1.40986], [0.79393, -0.54442, 1.83391], [-0.61093, -1.14434, 2.73953], [-0.91187, 0.58450, 4.03783], [0.78656, 0.14073, 3.99877], [2.72431, 1.51761, 2.92351], [-0.21007, 3.51120, 1.44212], [-1.59571, 2.74905, 2.16951], [0.26085, 1.48556, 0.18818], [-1.44777, 1.94119, 0.01480]], "nbo_charge": [-0.658, 0.680, -0.600, -0.069, -0.400, -0.393, -0.397, -0.403, -0.382, -0.406, -0.314, -0.397, -0.229, -0.663, 2.293, -0.924, -0.926, -0.413, -0.267, -0.160, 0.050, 0.390, -0.132, 0.069, -0.212, -0.414, 0.386, 0.249, 0.199, 0.206, 0.205, 0.200, 0.188, 0.208, 0.210, 0.187, 0.216, 0.190, 0.224, 0.193, 0.234, 0.206, 0.243, 0.199, 0.222, 0.255, 0.240, 0.195, 0.200, 0.225]}

{"formula": "C4H5FeO6", "method": "ωB97M-V with the def2-TZVPD basis set", "e_homo_ev": [-22.1, -21.6], "spin_multiplicity": 7, "molar_mass_g_mol": 204.9, "total_energy_ev": -50860.990, "s_squared": 12.01, "total_charge": 3, "symbols": ["O", "C", "O", "Fe", "O", "O", "C", "O", "O", "C", "C", "H", "H", "H", "H", "H"], "coordinates": [[-0.56011, 0.13217, -4.47842], [-0.61679, -0.75162, -3.68951], [-0.69471, -1.90662, -3.51234], [-1.06071, 1.68436, -5.39645], [-0.17913, 0.12078, -1.55709], [0.37768, -0.31446, 1.96535], [0.52139, 0.34609, 3.10400], [0.51571, 1.54616, 3.22825], [0.63327, -0.53538, 4.08669], [0.19919, 0.46150, 0.78638], [-0.06469, -0.51459, -0.34866], [0.69830, -0.07190, 4.93148], [1.10397, 1.04980, 0.58309], [-0.65273, 1.14158, 0.91613], [-0.97291, -1.12602, -0.17434], [0.75228, -1.26185, -0.44457]], "mulliken_spin": [0.062, 0.011, 0.017, 3.897, 0.850, 0.088, -0.064, 0.869, 0.111, -0.003, 0.029, -0.005, 0.000, 0.001, 0.063, 0.073]}

{"formula": "C4H23NO7", "method": "ωB97M-V with the def2-TZVPD basis set", "relative_energy_kcal_mol": 68.7, "e_homo_ev": -8.6, "molar_mass_g_mol": 197.2, "total_energy_ev": -20341.760, "total_charge": 0, "symbols": ["C", "N", "C", "C", "C", "O", "H", "H", "H", "H", "H", "H", "H", "H", "H", "H", "H", "O", "H", "H", "O", "H", "H", "O", "H", "H", "O", "H", "H", "O", "H", "H", "O", "H", "H"], "coordinates": [[-0.01039, -2.46403, 1.34476], [-1.05391, -2.43518, 0.29791], [-0.86644, -1.28469, -0.60720], [-1.44253, 0.13076, -0.19400], [-2.32508, 0.79754, -1.33588], [-2.18248, 2.20617, -1.36490], [0.67458, -1.54702, 1.30825], [-0.41806, -2.52634, 2.34698], [0.65396, -3.30118, 1.22981], [-1.94647, -2.61524, 0.74834], [0.25153, -1.13655, -0.68074], [-1.53805, -1.57054, -1.42355], [-2.09053, 0.08601, 0.66869], [-0.71730, 0.84658, 0.01904], [-3.32522, 0.52633, -1.08510], [-2.05600, 0.40303, -2.31500], [-1.24649, 2.46054, -1.42588], [-0.99746, 1.97480, 2.81269], [-1.79843, 1.59689, 2.48682], [-0.86134, 1.46030, 3.61223], [2.34152, -2.75602, 0.11710], [2.48147, -2.05780, -0.49221], [2.06507, -3.54096, -0.35289], [0.57507, 3.10448, -0.76908], [1.51162, 2.78739, -0.90698], [0.61208, 3.96562, -1.17954], [2.70369, 1.44149, -0.72006], [3.32856, 1.77311, -0.04090], [2.50149, 0.52748, -0.47137], [1.49668, 2.91506, 2.35710], [0.59868, 2.58181, 2.50955], [1.37272, 3.39225, 1.57587], [0.89138, -2.88398, -2.72418], [0.77084, -2.03939, -2.23915], [0.04525, -2.81873, -3.10652]], "nbo_charge": [-0.404, -0.656, -0.229, -0.456, -0.046, -0.741, 0.178, 0.177, 0.197, 0.369, 0.182, 0.201, 0.184, 0.216, 0.172, 0.146, 0.493, -0.938, 0.484, 0.476, -0.943, 0.459, 0.490, -0.981, 0.504, 0.469, -0.955, 0.494, 0.483, -0.972, 0.488, 0.463, -0.925, 0.458, 0.463]}

{"formula": "C24H21AsF6N2OSW", "method": "ωB97M-V with the def2-TZVPD basis set", "relative_energy_kcal_mol": 61.3, "e_homo_ev": [-18.1, -18.1], "spin_multiplicity": 4, "molar_mass_g_mol": 758.3, "total_energy_ev": -120034.048, "s_squared": 3.79, "total_charge": 3, "symbols": ["W", "C", "N", "C", "C", "C", "C", "C", "N", "C", "C", "C", "C", "C", "C", "H", "H", "H", "H", "H", "H", "H", "H", "H", "H", "H", "O", "S", "C", "C", "C", "C", "C", "C", "C", "C", "C", "C", "C", "C", "H", "H", "H", "H", "H", "H", "H", "H", "H", "H", "F", "As", "F", "F", "F", "F", "F"], "coordinates": [[-0.05187, -0.34768, -0.31581], [-2.00055, -2.71857, -1.13319], [-1.95661, -1.43613, -0.44212], [-3.04726, -0.81651, -0.14016], [-2.89792, 0.54435, 0.25134], [-3.78826, 1.54439, 0.70346], [-3.03117, 2.67202, 0.83826], [-1.67134, 2.32692, 0.44756], [-1.60253, 1.05286, 0.08615], [-1.09492, -2.57359, -2.32705], [-0.48381, -1.32239, -2.57869], [0.37008, -1.17785, -3.69449], [0.61431, -2.25072, -4.52111], [0.01176, -3.48137, -4.25166], [-0.82088, -3.64782, -3.15039], [-3.02062, -2.98325, -1.41752], [-1.62167, -3.49718, -0.46400], [-4.02183, -1.28620, -0.24459], [-4.84267, 1.42608, 0.89913], [-3.34640, 3.65116, 1.16583], [-0.81869, 2.98728, 0.44709], [-1.01617, -0.38105, -2.31066], [0.79211, -0.21113, -3.93200], [1.24057, -2.13184, -5.39475], [0.18691, -4.31951, -4.91489], [-1.27764, -4.61133, -2.95780], [-0.22793, -0.69279, 1.62359], [0.70545, -1.83150, 2.25531], [-0.35489, -3.06348, 2.91590], [-1.72836, -3.07795, 2.70807], [-2.46829, -4.07529, 3.32252], [-1.83511, -5.02927, 4.11364], [-0.46129, -4.98737, 4.32093], [0.29393, -3.98239, 3.73795], [1.30550, -2.51424, 0.69915], [1.00227, -3.79753, 0.25432], [1.61458, -4.25162, -0.90336], [2.50031, -3.43771, -1.61088], [2.80786, -2.16721, -1.15520], [2.23858, -1.70026, 0.03299], [-2.20681, -2.30130, 2.12936], [-3.54297, -4.10090, 3.20400], [-2.42430, -5.79886, 4.59420], [0.01847, -5.71624, 4.95934], [1.35930, -3.91447, 3.92982], [0.33815, -4.43496, 0.82527], [1.42077, -5.25935, -1.24808], [2.98421, -3.81945, -2.50037], [3.53209, -1.55261, -1.67395], [2.62311, -0.79580, 0.50113], [1.04750, 1.28284, 0.45418], [1.92234, 2.21323, -1.06091], [3.28444, 1.41032, -0.47305], [1.36806, 0.42252, -1.65300], [2.57713, 2.58556, -2.54210], [0.31336, 2.54967, -1.53001], [2.05663, 3.58219, -0.12607]], "mulliken_spin": [1.776, -0.045, 0.223, 0.023, 0.356, -0.044, 0.261, 0.284, -0.131, 0.025, 0.041, 0.019, -0.006, 0.014, 0.003, 0.010, 0.008, 0.009, 0.002, -0.002, 0.034, -0.032, 0.001, 0.000, 0.000, 0.001, 0.005, 0.021, 0.001, -0.002, 0.000, 0.000, 0.000, -0.006, 0.017, 0.039, -0.005, 0.008, 0.013, 0.058, 0.009, 0.000, 0.000, 0.000, 0.000, 0.003, 0.000, 0.000, 0.001, -0.038, 0.010, 0.005, 0.001, 0.027, 0.001, 0.006, 0.000]}